{
  "formula": "C56H154N14O14",
  "method": "ωB97M-V/def2-TZVPD",
  "orbital_gap_ev": 8.49,
  "lumo_ev": 0.396,
  "largest_force_ha_per_bohr": 0.0854,
  "charge": 0,
  "homo_ev": -8.10,
  "relative_energy_kcal_mol": 221.4,
  "spin_multiplicity": 1,
  "species": ["C", "C", "C", "O", "C", "N", "H", "H", "H", "H", "H", "H", "H", "H", "H", "H", "H", "C", "C", "C", "O", "C", "N", "H", "H", "H", "H", "H", "H", "H", "H", "H", "H", "H", "C", "C", "C", "O", "C", "N", "H", "H", "H", "H", "H", "H", "H", "H", "H", "H", "H", "C", "C", "C", "O", "C", "N", "H", "H", "H", "H", "H", "H", "H", "H", "H", "H", "H", "C", "C", "C", "O", "C", "N", "H", "H", "H", "H", "H", "H", "H", "H", "H", "H", "H", "C", "C", "C", "O", "C", "N", "H", "H", "H", "H", "H", "H", "H", "H", "H", "H", "H", "C", "C", "C", "O", "C", "N", "H", "H", "H", "H", "H", "H", "H", "H", "H", "H", "H", "C", "C", "C", "O", "C", "N", "H", "H", "H", "H", "H", "H", "H", "H", "H", "H", "H", "C", "C", "C", "O", "C", "N", "H", "H", "H", "H", "H", "H", "H", "H", "H", "H", "H", "C", "C", "C", "O", "C", "N", "H", "H", "H", "H", "H", "H", "H", "H", "H", "H", "H", "C", "C", "C", "O", "C", "N", "H", "H", "H", "H", "H", "H", "H", "H", "H", "H", "H", "C", "C", "C", "O", "C", "N", "H", "H", "H", "H", "H", "H", "H", "H", "H", "H", "H", "C", "C", "C", "O", "C", "N", "H", "H", "H", "H", "H", "H", "H", "H", "H", "H", "H", "C", "C", "C", "O", "C", "N", "H", "H", "H", "H", "H", "H", "H", "H", "H", "H", "H"],
  "xyz": [[-3.084772, -3.444059, 10.707860], [-2.747558, -4.412208, 9.478252], [-4.032534, -5.094712, 8.924909], [-4.661235, -6.008111, 9.814797], [-5.752640, -6.783873, 9.350114], [-2.036067, -3.555050, 8.520178], [-2.201712, -2.864437, 10.976820], [-3.187824, -3.994926, 11.642753], [-3.906252, -2.753779, 10.516061], [-2.127504, -5.206329, 9.894194], [-3.850368, -5.649049, 8.004252], [-4.650101, -4.210199, 8.768827], [-5.693596, -7.093593, 8.306719], [-6.677092, -6.243700, 9.554298], [-5.798368, -7.677100, 9.973146], [-1.785709, -4.024879, 7.661878], [-1.112153, -3.344567, 8.869729], [2.181532, 0.000304, 9.019848], [3.702891, -0.284985, 9.210023], [4.464556, 1.108439, 9.344647], [5.855758, 0.820943, 9.698380], [6.666140, 0.223395, 8.721587], [3.703750, -1.005149, 10.457727], [1.979841, 0.719471, 8.225983], [1.681588, 0.516190, 9.839617], [1.490113, -0.838745, 9.097456], [4.059622, -0.954660, 8.427475], [3.974105, 1.705793, 10.113223], [4.582023, 1.771330, 8.487395], [6.269515, -0.780133, 8.567607], [7.667532, 0.112745, 9.137607], [6.659013, 0.768114, 7.777483], [4.525661, -0.806277, 11.009997], [3.029020, -0.621850, 11.104187], [1.150187, -4.961348, 13.253721], [1.408137, -5.184040, 11.741862], [0.270697, -6.139539, 11.255914], [0.463900, -7.414561, 11.936717], [-0.479679, -8.314846, 11.538229], [1.435297, -3.932459, 11.113840], [1.705360, -4.128015, 13.684350], [1.219514, -5.818411, 13.923609], [0.116548, -4.616610, 13.283089], [2.388667, -5.639785, 11.604233], [0.345424, -6.186067, 10.169473], [-0.683094, -5.718142, 11.573420], [-0.583064, -8.535124, 10.475732], [-1.469590, -8.081485, 11.930300], [-0.223982, -9.300183, 11.927890], [2.094187, -3.327717, 11.583126], [1.841968, -4.136519, 10.212137], [-0.404292, -9.625506, 2.267172], [0.265601, -8.291299, 1.921994], [-0.540777, -7.066562, 1.559803], [-1.299303, -7.243035, 0.410900], [-1.979210, -6.027365, 0.084822], [1.147360, -7.985978, 3.017129], [-1.068623, -9.468648, 3.116973], [0.279258, -10.428100, 2.544108], [-1.067271, -9.986069, 1.480685], [0.838538, -8.454270, 1.009142], [0.026533, -6.136487, 1.524924], [-1.204907, -6.921362, 2.411830], [-2.915232, -5.987394, 0.641920], [-2.184462, -5.867315, -0.973645], [-1.483281, -5.099378, 0.369449], [1.851263, -7.287793, 2.824394], [1.680852, -8.786616, 3.324487], [0.390625, -11.264646, 10.073478], [1.414407, -10.551547, 9.135536], [2.892308, -10.801739, 9.286262], [3.369045, -10.187020, 10.453043], [4.743165, -10.145712, 10.587710], [0.983381, -10.599754, 7.717421], [-0.575346, -10.769921, 9.972227], [0.531633, -11.238579, 11.154016], [0.350287, -12.292366, 9.712564], [1.275137, -9.525129, 9.474890], [3.434873, -10.490819, 8.393495], [2.962299, -11.880617, 9.424935], [5.313715, -9.416512, 10.012524], [5.204181, -11.122037, 10.438139], [4.987494, -9.805613, 11.594055], [0.856047, -11.530819, 7.347280], [1.702154, -10.104112, 7.209672], [0.116070, -0.938217, 5.393438], [0.799405, -0.689519, 4.085025], [2.140500, -1.451999, 4.053199], [3.137175, -1.133855, 5.051450], [3.837273, 0.108702, 5.100851], [-0.081991, -1.063560, 2.942325], [-0.477648, -1.852162, 5.410857], [-0.586716, -0.136737, 5.621054], [0.715426, -0.923722, 6.303749], [0.977356, 0.385828, 4.077441], [2.661326, -1.307372, 3.106672], [1.979853, -2.509607, 4.262365], [3.093921, 0.859965, 5.367570], [4.297985, 0.355441, 4.144309], [4.782690, 0.061728, 5.641302], [-0.289091, -2.037007, 3.114403], [-1.001303, -0.645420, 2.931351], [5.792929, -8.131192, 3.755291], [5.775168, -6.724302, 3.133009], [4.430892, -5.954348, 3.311045], [3.435895, -6.335704, 2.328071], [3.609925, -5.698522, 1.067188], [6.917461, -5.979480, 3.531909], [5.591819, -8.155460, 4.826300], [6.624446, -8.743163, 3.405783], [4.874962, -8.653099, 3.484994], [5.834128, -6.813562, 2.048274], [4.559585, -4.871998, 3.303185], [3.923381, -6.244076, 4.231139], [4.665206, -5.658088, 0.797303], [3.174813, -4.736043, 1.336302], [3.026242, -6.084878, 0.231648], [7.705529, -6.606531, 3.608494], [7.091143, -5.154754, 2.975357], [-3.782319, -16.804975, 5.210732], [-4.675903, -15.523897, 5.088937], [-3.918728, -14.345583, 4.421498], [-2.840005, -13.804434, 5.349043], [-2.274631, -12.618431, 4.956841], [-5.939355, -15.903619, 4.430095], [-4.266333, -17.560756, 5.829310], [-2.751606, -16.612577, 5.508551], [-3.786499, -17.244773, 4.213405], [-5.049843, -15.232815, 6.070537], [-4.635098, -13.605530, 4.064818], [-3.567315, -14.602947, 3.422310], [-1.754284, -12.257321, 5.843929], [-3.083122, -11.966028, 4.626984], [-1.662800, -12.788897, 4.071004], [-6.344950, -16.690538, 4.916264], [-5.870879, -16.220261, 3.473462], [-3.445085, -10.154439, 9.256433], [-4.038733, -11.300319, 8.349635], [-4.490213, -10.894313, 6.913539], [-5.324432, -9.812192, 7.106384], [-5.650125, -9.142587, 5.882013], [-2.955168, -12.369163, 8.388377], [-3.241451, -10.596868, 10.231561], [-4.243989, -9.423281, 9.379987], [-2.539471, -9.695490, 8.859773], [-4.921062, -11.642436, 8.890499], [-5.012989, -11.721088, 6.432648], [-3.708219, -10.690730, 6.182011], [-6.027295, -9.823919, 5.119367], [-4.896715, -8.409921, 5.592778], [-6.558632, -8.606636, 6.156731], [-2.340697, -12.579686, 9.161815], [-2.375204, -12.348663, 7.561750], [-4.880808, -8.308087, 2.225856], [-5.731215, -9.574479, 1.834340], [-5.011014, -10.941048, 1.838498], [-3.785608, -10.839134, 1.084586], [-3.826295, -10.455245, -0.323988], [-6.863999, -9.607458, 2.771812], [-5.489587, -7.404018, 2.214231], [-3.929370, -8.270974, 1.695294], [-4.495146, -8.329002, 3.245131], [-6.114833, -9.374923, 0.833790], [-5.600182, -11.766241, 1.438440], [-4.710045, -11.060503, 2.879284], [-4.845482, -10.190294, -0.605335], [-3.369110, -11.167470, -1.010873], [-3.218650, -9.566776, -0.495727], [-7.568448, -10.295533, 2.547293], [-7.330080, -8.713932, 2.838792], [-0.017035, -7.314597, 7.010837], [-0.223011, -5.884462, 6.467819], [1.131198, -5.081886, 6.358130], [1.878564, -4.961678, 7.607937], [2.972713, -4.057731, 7.587638], [-0.882019, -6.057076, 5.194737], [-0.024660, -7.514721, 8.082284], [0.729150, -7.957948, 6.544567], [-0.940756, -7.892769, 6.987320], [-0.897026, -5.389156, 7.166723], [0.981212, -4.026784, 6.129276], [1.796762, -5.534623, 5.623182], [3.133907, -3.539066, 6.642604], [3.824619, -4.712504, 7.771024], [3.064971, -3.346707, 8.408644], [-0.325643, -6.655650, 4.601226], [-1.808840, -6.458122, 5.210817], [-8.892450, -5.864285, 6.316665], [-7.962031, -5.046003, 5.434159], [-6.558330, -5.305504, 5.939981], [-5.513852, -4.712858, 5.102850], [-5.478734, -3.283325, 4.954497], [-8.007966, -5.638931, 4.108711], [-8.940111, -6.953251, 6.316074], [-9.918305, -5.500671, 6.257421], [-8.631199, -5.605243, 7.342696], [-8.296653, -4.009514, 5.391574], [-6.376776, -6.380271, 5.938209], [-6.332760, -5.073425, 6.980820], [-6.424503, -2.949017, 4.528044], [-4.662086, -2.966825, 4.305640], [-5.458459, -2.780137, 5.921188], [-7.881739, -4.985134, 3.349286], [-7.137779, -6.110966, 3.908589], [8.236330, -3.673762, 6.521228], [7.281435, -2.636314, 5.863243], [7.644256, -2.167024, 4.491263], [6.650099, -1.438688, 3.830327], [6.977930, -0.998846, 2.607051], [5.944632, -3.176264, 5.880189], [9.255219, -3.331903, 6.703179], [8.263778, -4.650906, 6.039014], [7.796364, -3.868584, 7.499272], [7.206421, -1.780513, 6.534112], [8.046927, -2.989545, 3.900144], [8.432821, -1.414779, 4.471747], [6.210889, -0.402968, 2.112395], [6.977024, -1.879664, 1.964982], [7.830441, -0.319775, 2.593275], [5.286513, -2.575010, 5.405351], [5.979275, -4.072489, 5.415790], [-9.131786, -4.421318, -1.229555], [-7.920050, -4.892847, -0.319267], [-7.421311, -3.803116, 0.622797], [-6.771651, -4.298932, 1.820500], [-5.453565, -4.713577, 1.617097], [-8.153622, -6.113213, 0.410168], [-9.587757, -5.203032, -1.837099], [-8.817801, -3.670759, -1.954931], [-9.880774, -4.248775, -0.456676], [-7.133781, -5.007582, -1.065403], [-8.334679, -3.272217, 0.891158], [-6.796897, -3.120761, 0.046084], [-4.870320, -3.817136, 1.406587], [-5.426908, -5.529122, 0.894416], [-5.017135, -5.074214, 2.548537], [-8.632325, -6.837291, -0.106207], [-8.544012, -6.109422, 1.341661]],
  "atomic_forces_ev_per_a": [[0.9, -1.1, -0.4], [-0.4, 0.4, 2.1], [0.0, 0.7, -0.1], [1.0, 0.2, 0.5], [0.1, 0.4, 0.6], [-0.3, -0.3, -0.6], [0.2, 0.3, -0.6], [-0.8, -0.3, -0.2], [-0.1, -0.2, 0.0], [0.3, -0.2, -0.1], [0.2, 0.3, -0.4], [-0.7, -0.1, -0.6], [0.2, 0.1, -0.1], [-0.3, 0.2, -0.4], [0.2, -0.1, -0.1], [-0.6, -0.2, -0.3], [0.0, 0.3, 0.7], [-0.3, 0.9, -0.1], [-2.3, 1.9, 0.5], [1.5, -1.9, -0.7], [-0.8, 1.1, 1.4], [-0.9, -0.7, 0.3], [0.9, -0.5, 1.5], [-0.1, -0.6, -0.7], [1.0, 0.7, 0.8], [0.5, -0.7, -1.2], [0.2, 0.4, -0.2], [0.4, -0.3, 0.4], [-0.8, -0.3, -0.7], [0.2, -0.3, -0.5], [0.0, 0.3, -0.1], [0.2, 0.2, -0.1], [0.9, -0.3, -0.4], [-0.7, 0.1, -0.3], [-0.6, 0.4, -0.2], [-0.2, -2.1, 2.9], [1.7, 0.3, 1.0], [0.8, 2.0, -1.2], [-1.1, -1.9, 0.3], [-0.6, 1.3, -1.6], [0.5, -0.1, -0.1], [0.2, -0.1, -0.4], [-0.2, 0.0, 0.3], [0.0, -0.8, 0.1], [-0.2, -0.6, -0.2], [-0.2, 0.1, -0.2], [0.2, 0.7, -0.5], [-0.3, 0.2, 0.0], [0.2, 0.1, 0.4], [0.1, 0.2, 0.0], [-0.1, 0.6, -0.6], [-1.5, 0.7, -0.2], [1.6, -1.0, -1.2], [-1.1, -0.4, 2.0], [-0.1, 0.9, -1.5], [-0.6, 0.1, 0.4], [0.3, 0.6, 1.2], [0.0, 0.0, 0.3], [0.3, 0.3, -0.2], [0.2, 0.0, -0.2], [0.4, -0.4, -0.4], [0.7, -0.1, -0.2], [-0.5, 0.3, 0.4], [-0.3, -0.1, -0.1], [0.1, -0.8, -0.1], [0.8, -0.2, 0.3], [-0.1, 0.3, -0.4], [-0.3, -0.3, -0.1], [0.5, -0.3, -1.0], [-1.4, 1.6, 0.6], [-0.4, -1.2, 0.7], [-0.6, 0.7, -0.1], [1.2, 0.0, 0.9], [-0.1, 0.3, 1.1], [-0.1, -0.2, -0.5], [0.9, -0.1, -0.2], [-0.4, -0.3, 0.3], [0.2, 0.5, -0.4], [0.1, 0.1, -0.1], [0.7, -0.5, -0.3], [-0.5, 0.2, -0.9], [0.1, -0.2, 0.0], [-0.3, -0.3, 0.3], [0.3, -0.2, 0.1], [-0.2, -0.2, -0.5], [-1.1, 0.2, 1.5], [-0.2, 0.4, 0.4], [1.1, 0.8, -0.2], [0.1, -0.5, 1.0], [-0.8, -0.3, -1.6], [1.3, -0.5, 0.2], [0.1, -0.3, -0.1], [-0.4, 0.1, -0.3], [0.7, -0.2, -0.2], [0.3, 0.1, -0.6], [-0.4, -0.2, -0.5], [-0.2, -0.1, -0.3], [0.6, 0.5, 0.4], [-0.6, 0.1, -0.8], [-0.7, -0.4, 1.1], [0.0, -0.5, -0.3], [0.1, 0.6, 0.4], [-1.5, 0.2, -0.3], [-1.2, -0.3, -1.0], [-0.6, -1.0, -0.1], [0.9, -1.1, 0.0], [-0.3, 1.1, 1.1], [0.5, 0.6, 1.5], [1.1, 0.5, 0.4], [0.1, 0.1, 0.4], [0.0, -0.1, -0.9], [-0.2, -0.7, -0.4], [0.2, 0.2, -0.1], [0.3, 0.2, 0.3], [0.0, 0.2, -0.2], [0.5, 0.8, -1.0], [0.0, -0.7, 0.5], [0.3, 0.5, -0.1], [0.2, -0.2, -0.1], [-0.4, 0.7, -0.5], [0.5, -1.1, 0.3], [0.3, 0.3, 0.8], [-3.0, -3.1, -1.0], [-0.5, 0.1, -1.0], [-0.2, 0.7, -0.4], [0.1, 0.2, 0.4], [-0.1, 0.0, 0.2], [0.3, 0.0, -0.2], [0.6, 0.4, 0.2], [-0.3, 0.8, 1.1], [1.1, -0.7, 0.1], [0.3, 0.4, -0.6], [0.2, 0.7, 0.2], [0.7, 0.3, 0.1], [0.0, 0.1, 0.3], [0.5, 0.1, -0.2], [-1.6, -0.2, -0.9], [3.1, 0.0, 1.4], [0.8, -1.1, 1.0], [-0.4, 1.0, -0.7], [-1.4, -0.2, 1.4], [-1.2, -0.4, -1.9], [0.1, 0.0, 0.0], [0.3, 0.4, 0.2], [-0.1, -0.1, -0.2], [-0.1, -0.3, -0.2], [-0.4, -0.4, 0.1], [0.7, 0.5, 0.4], [0.7, -0.1, -0.3], [0.3, -0.3, -0.3], [0.0, 0.5, -0.1], [-0.7, 0.8, 0.5], [-0.3, 0.0, 0.1], [0.4, -1.4, 0.5], [-0.6, 1.0, 0.3], [1.0, 2.0, -0.7], [0.5, -0.2, -0.7], [-0.4, 0.4, 1.0], [0.2, -0.4, 0.3], [0.1, -0.1, -0.7], [-0.3, 0.4, -0.7], [-0.4, -0.6, 0.4], [0.1, 0.0, -0.3], [-0.4, 0.0, 0.3], [0.1, -0.6, -0.1], [0.0, -0.3, -0.3], [-0.4, -0.7, 0.4], [0.0, 0.3, 0.5], [0.0, -0.1, -0.2], [0.0, 0.1, -0.1], [-0.7, -0.9, 1.4], [0.8, -1.6, 1.1], [0.0, 0.7, 1.0], [-1.6, -0.4, 0.1], [1.1, -1.2, -0.2], [0.4, 1.4, -1.4], [1.4, 1.0, 0.6], [0.2, 0.4, -0.2], [-0.6, 0.1, -1.4], [0.2, 0.1, -0.1], [-0.6, -0.1, -0.8], [-0.1, -0.2, -0.3], [-0.2, 0.0, -0.1], [0.5, 0.2, -0.4], [-1.0, 0.2, 0.1], [0.2, -0.2, -0.2], [0.0, 0.1, 0.6], [-0.9, 1.2, 1.8], [0.2, -2.1, -0.3], [1.6, 1.4, 0.0], [0.1, -0.3, 0.1], [-1.4, -0.7, 0.6], [-0.1, 0.0, -1.8], [0.6, 0.1, -0.8], [-0.1, -0.1, -0.4], [0.0, -0.1, 0.4], [0.2, 0.0, 0.2], [0.0, -0.1, -0.6], [-0.4, 0.7, 0.2], [-0.1, 0.1, -0.5], [0.1, -0.4, 0.2], [0.5, 0.0, 0.2], [-0.6, 0.8, 0.1], [0.3, -0.7, 0.5], [-0.5, 0.5, 0.2], [-0.3, 0.1, 0.8], [2.0, 1.1, -0.9], [-2.6, -0.4, 2.6], [-0.2, 0.3, -2.3], [-0.3, -0.8, 0.3], [0.0, 0.2, -0.3], [-0.1, 0.2, -0.5], [0.0, 0.0, 0.1], [0.5, 0.3, 0.0], [-0.3, -0.5, -0.4], [1.0, -0.3, 0.8], [-0.6, 0.2, 0.7], [1.2, 0.0, -0.7], [0.7, -0.5, -0.1], [-0.1, 0.1, -0.2], [-0.4, -0.3, -0.2], [0.6, -0.9, 1.6], [-0.1, -0.4, -1.6], [-0.6, -0.3, 0.4], [-1.5, 0.9, -0.8], [0.4, 0.2, 0.3], [0.1, -1.0, -0.2], [0.5, -0.5, 0.1], [-0.4, 0.6, 0.6], [-0.5, 1.2, -0.5], [0.5, -0.8, 0.1], [0.2, 0.3, 0.8], [0.3, 0.1, 0.3], [0.4, -0.1, -0.8], [0.4, 0.2, -0.4], [-0.5, -0.2, 0.2], [0.1, 0.2, -0.3], [0.1, 0.7, 0.0]],
  "mulliken_charge": [-1.53, 1.53, -0.42, -0.44, -0.54, -0.61, 0.47, 0.34, 0.32, -0.63, 0.36, 0.07, 0.06, 0.30, 0.37, 0.24, 0.28, -1.72, 1.14, -0.74, -0.44, -0.55, -0.53, 0.39, 0.54, 0.35, -0.40, 0.29, 0.35, 0.22, 0.32, 0.26, 0.25, 0.28, -1.48, 0.32, 0.49, -0.48, -0.40, -0.40, 0.43, 0.28, 0.35, 0.37, -0.38, 0.23, -0.21, 0.41, 0.40, 0.19, -0.13, -1.62, 0.49, -0.23, -0.45, -0.78, 0.11, 0.27, 0.42, 0.29, 0.14, 0.43, 0.17, 0.17, 0.35, 0.39, -0.06, 0.24, -1.25, 1.21, -0.85, -0.25, -0.86, -0.43, -0.05, 0.32, 0.54, -0.34, 0.40, 0.30, 0.31, 0.34, 0.26, 0.24, 0.22, -1.05, 0.59, -0.60, 0.29, -0.86, -0.79, 0.26, 0.40, -0.03, 0.34, 0.27, -0.03, 0.40, 0.32, -0.02, 0.25, 0.30, -1.77, 0.72, -0.34, -0.38, -0.87, -0.39, 0.39, 0.46, 0.38, 0.05, 0.26, -0.07, 0.30, 0.31, 0.26, 0.25, 0.15, -1.37, 0.42, -0.71, -0.34, 0.10, -0.74, 0.38, 0.31, 0.33, 0.27, 0.31, 0.47, 0.04, -0.32, 0.46, 0.25, 0.25, -0.72, 0.35, -0.33, -0.45, -0.56, -0.56, 0.47, -0.06, -0.02, 0.20, 0.38, 0.17, 0.60, 0.08, 0.13, 0.25, -0.06, 0.16, 0.63, -0.07, -0.27, -0.66, -0.46, -0.39, 0.13, -0.13, 0.09, 0.40, -0.53, 0.35, 0.32, 0.07, 0.23, 0.11, -1.66, 2.96, 0.22, -0.18, -0.32, -0.29, -0.01, 0.14, 0.65, -2.20, 0.15, -0.20, 0.01, 0.43, -0.15, -0.05, 0.17, -1.73, 0.51, -0.33, 0.19, -1.09, -0.48, 0.31, 0.41, 0.40, 0.44, -0.29, 0.40, 0.28, 0.26, 0.37, 0.31, 0.03, -1.64, 1.04, -0.97, -0.02, -0.95, -0.03, 0.42, 0.31, 0.37, -0.30, 0.41, 0.41, 0.24, 0.34, 0.36, -0.09, 0.05, -1.53, 0.29, -0.86, 0.02, -1.32, -0.31, 0.39, 0.33, 0.41, 0.16, 0.37, 0.33, 0.48, 0.47, 0.39, 0.25, 0.15]
}